Molecular formula: C21H66O12
Method: DFT, the ωB97M-V functional and the def2-TZVPD basis

```
99
Properties=species:S:1:pos:R:3:forces:R:3:mulliken_charge:R:1
C -2.395805 1.502902 -4.387302 0.320 -0.332 0.641 -1.424
O -1.565005 0.865342 -3.418782 -0.537 -0.345 -0.151 0.184
H -1.905795 1.593702 -5.356702 -0.065 -0.412 -0.214 0.300
H -3.256015 0.833542 -4.377252 -0.279 0.470 -0.743 0.294
H -2.652895 2.524092 -4.105942 -0.245 -0.017 0.296 0.362
H -0.786335 1.405802 -3.266552 0.397 0.601 0.185 -0.485
C -3.123725 0.041052 4.463378 -0.573 0.118 -1.092 -0.523
O -3.473305 0.653612 3.193758 0.348 -0.507 0.945 -0.439
H -3.590715 0.598672 5.275218 0.216 -0.102 0.192 0.385
H -3.519145 -0.974288 4.434678 -0.170 0.098 0.053 0.228
H -2.044345 -0.063698 4.573178 0.027 0.400 0.198 0.069
H -3.182915 1.566332 3.258788 0.018 0.173 -0.230 0.265
C 2.092505 -2.448038 -0.120312 -1.681 -0.247 1.333 -0.458
O 2.283705 -1.555778 -1.167402 1.163 -0.324 -0.410 -0.601
H 1.128435 -2.941468 -0.243542 0.239 -1.292 -0.754 0.222
H 2.935005 -3.096278 0.120678 -0.116 -0.038 -0.426 0.407
H 1.759445 -1.980518 0.806298 0.942 0.849 0.477 0.029
H 1.870105 -0.734068 -0.892912 -0.399 0.814 -0.376 0.145
C 4.535095 -0.275988 3.882838 1.105 0.107 -0.427 -1.504
C 3.042005 -0.482938 3.883628 1.379 0.682 -0.268 0.497
O 2.825495 -1.835128 3.522168 -0.515 0.528 0.482 -0.599
H 5.122525 -0.822248 4.620828 -0.448 -0.214 0.290 0.363
H 4.882615 0.755852 3.934058 -0.421 0.206 0.141 0.367
H 4.902205 -0.632358 2.920378 0.024 -0.066 -0.155 0.286
H 2.659975 0.218152 3.141588 -0.427 -0.053 -0.286 -0.106
H 2.612335 -0.175538 4.837038 -0.218 -0.428 0.253 0.342
H 1.987645 -2.001308 3.960338 -0.459 -0.790 0.051 0.350
C -0.625905 -2.067218 -4.479702 -0.433 -0.238 -0.287 -1.011
C -0.181895 -2.541758 -3.114632 -0.517 1.067 0.454 0.848
O 1.085875 -3.095378 -3.180112 0.878 -1.327 -0.459 -0.684
H 0.242815 -1.665218 -5.001062 -0.110 0.216 -0.024 0.321
H -1.427075 -1.330458 -4.421192 0.213 0.099 0.018 0.066
H -1.024965 -2.885078 -5.079672 0.152 -0.221 -0.057 0.334
H -0.909185 -3.208758 -2.651752 -0.027 -0.364 -0.120 0.136
H -0.107405 -1.696278 -2.430732 -0.320 0.419 0.059 -0.412
H 1.674585 -2.566848 -2.636342 0.185 0.248 0.289 0.530
C -0.328325 -3.456178 2.998588 -0.660 0.464 0.037 -1.246
C -0.477775 -2.060368 3.553458 0.289 0.129 0.164 0.376
O 0.187225 -1.970958 4.814488 0.187 -0.022 0.349 -0.686
H -1.094295 -4.066538 3.476978 0.176 -0.340 -0.113 0.403
H 0.658095 -3.887618 3.168668 -0.007 0.159 -0.123 0.341
H -0.556505 -3.368058 1.936388 0.114 -0.442 -0.104 0.160
H -1.523705 -1.807988 3.727938 -0.038 -0.168 -0.467 -0.042
H -0.029675 -1.301668 2.911828 -0.094 -0.025 -0.385 0.333
H 0.036275 -1.066118 5.097498 0.173 0.095 0.387 0.365
C -3.916435 -3.133548 1.161598 -0.297 -0.014 0.627 -0.291
C -4.227895 -3.807808 -0.150742 -0.170 -0.119 -0.060 -0.562
O -3.062675 -3.786938 -0.912032 0.582 -0.608 -0.651 -0.563
H -4.774315 -3.116688 1.833808 -0.076 0.116 0.114 0.403
H -3.499605 -2.130808 1.067458 -0.300 0.141 -0.329 -0.127
H -3.118895 -3.699078 1.643478 -0.049 -0.229 0.050 0.088
H -5.021225 -3.402308 -0.778682 -0.412 0.615 0.451 0.241
H -4.559155 -4.835298 -0.000332 0.262 -0.266 0.247 0.339
H -3.137225 -2.981038 -1.428332 0.616 0.447 -0.435 0.434
C -1.017195 -0.177418 0.444648 -0.418 0.468 0.145 1.213
C 0.112675 0.849782 0.380298 -0.592 -0.528 0.578 0.276
O 0.871615 0.638252 -0.777892 0.821 -0.164 0.063 -0.066
H -0.641035 -1.195748 0.542658 0.196 -0.019 -0.121 -0.432
H -1.670555 -0.142718 -0.427132 0.303 0.016 -0.123 -0.929
H -1.674125 0.006612 1.294748 0.006 0.075 0.257 0.393
H 0.747955 0.705432 1.254188 0.382 -0.119 0.009 -0.148
H -0.198925 1.890772 0.466058 -0.407 0.023 -0.274 0.062
H 0.569805 1.192252 -1.501482 -0.141 0.558 -0.304 -0.680
C 4.130555 2.004142 0.938648 -0.450 -0.535 -0.682 -0.797
C 4.478335 0.841242 0.009888 0.177 0.480 0.503 0.402
O 5.883785 0.906532 -0.273622 -0.300 -0.388 0.141 -0.608
H 4.383855 2.953702 0.467188 -0.051 0.036 0.088 0.408
H 4.598605 1.932342 1.920418 0.209 -0.100 -0.170 0.207
H 3.052555 1.944942 1.088648 -0.122 0.363 0.073 0.020
H 3.905695 0.835172 -0.917552 -0.083 0.478 -0.109 0.024
H 4.176585 -0.090838 0.487658 0.351 -0.290 0.251 -0.033
H 6.112915 0.060252 -0.664662 0.196 -0.011 -0.126 0.329
C 1.789855 1.201152 -4.274492 -0.287 -1.016 0.114 -1.019
C 1.568235 2.548322 -3.624262 1.740 -0.574 -1.224 -1.110
O 0.411535 2.615562 -2.884362 -0.836 -1.605 0.581 3.714
H 2.658965 1.257272 -4.929912 -0.109 0.080 -0.239 0.474
H 0.939405 0.746682 -4.782722 -0.155 0.528 -0.478 0.156
H 2.030105 0.408062 -3.566392 0.180 0.142 0.505 0.020
H 1.561115 3.315062 -4.398952 0.116 0.197 0.046 0.041
H 2.462795 2.642732 -3.008672 0.050 0.717 0.288 0.378
H 0.228445 3.531262 -2.661692 -0.500 1.403 0.455 -1.768
C -4.198535 0.505172 -0.777642 0.168 -0.301 -0.634 -0.943
C -4.321645 -0.455578 -1.991932 0.828 0.763 1.403 -0.156
O -3.137155 -1.214328 -2.214912 -0.842 -0.579 0.308 -0.276
H -3.435915 1.274202 -0.900502 -0.183 0.197 -0.282 0.214
H -3.906425 -0.033138 0.124028 -0.265 -0.191 -0.021 -0.008
H -5.191255 0.934282 -0.641722 0.088 0.305 0.216 0.504
H -4.529975 0.107282 -2.901812 -0.579 -0.098 0.082 0.282
H -5.124645 -1.111258 -1.655192 -0.037 -0.396 -0.831 0.369
H -2.493175 -0.624868 -2.614192 0.603 0.420 -0.186 -0.325
C 1.149665 6.350752 0.733778 -0.388 -0.342 -1.471 -1.923
C 1.120005 4.800012 0.787238 -0.574 0.944 0.338 0.342
O 1.615895 4.381612 2.039748 0.697 -0.173 0.417 -0.414
H 0.869585 6.900992 1.632048 -0.143 -0.483 0.199 0.333
H 0.489445 6.662472 -0.075572 -0.406 0.073 0.040 0.657
H 2.086625 6.765422 0.361948 0.480 -0.334 0.337 0.451
H 1.661095 4.353642 -0.047072 0.255 0.138 -0.126 -0.297
H 0.118315 4.373142 0.737148 -0.222 0.405 -0.188 0.302
H 2.330685 5.005942 2.184338 0.302 -0.274 0.512 0.312
```
Forces are in eV/Å.

## Properties
M   510.75 g mol⁻¹
2S+1   2
Largest force on an atom   2.203 eV/Å
HOMO (alpha / beta)   0.044 / -7.162 eV
Net charge   -1
Expectation value of S²   0.75
Energy   -1742.4021 Ha
Gap between HOMO and LUMO (alpha / beta)   0.0764 / 0.3397 hartree